Computed, not measured: a cluster of 2 separate species, C2H2Br2O in total, with ωB97M-V/def2-TZVPD.

ORCA input file:
```
! wB97M-V def2-TZVPD RIJCOSX def2/J DEFGRID3
* xyz 0 1
C 1.530 -1.190 -0.346
C -0.274 1.755 1.878
O 2.190 -1.053 -1.294
Br -0.102 -2.325 -0.475
Br 0.968 2.510 0.822
H 1.702 -0.873 0.605
H 0.247 0.721 2.252
*
```

The total energy comes out at -5300.5108 Eh. For the HOMO energy, the calculation gives -9.406 eV. The value obtained for the lowest unoccupied orbital energy is -1.32 eV.

Here is what Mulliken gives for the atomic charges, in e:
1 C 0.01
2 C -0.16
3 O -0.31
4 Br -0.17
5 Br 0.06
6 H 0.47
7 H 0.10


Computed, not measured: a structure of composition CH4N4O, with ωB97M-V/def2-TZVPD.

ORCA input file:
```
! wB97M-V def2-TZVPD RIJCOSX def2/J DEFGRID3
* xyz 0 1
C 0.984 0.203 -0.330
N -2.663 -0.637 0.158
N -0.930 1.617 -0.015
N -1.552 -0.868 -0.057
N -0.418 0.587 -0.168
O 1.557 -0.120 0.895
H 1.019 -0.700 -0.950
H 1.506 1.033 -0.837
H -1.061 -1.769 -0.171
H 1.557 0.653 1.477
*
```

The total energy comes out at -334.5994 Eh. For the HOMO energy, the calculation gives -7.337 eV. The value obtained for the lowest unoccupied orbital energy is 0.47 eV.

Here is what Mulliken gives for the atomic charges, in e:
1 C -0.27
2 N -0.46
3 N -0.57
4 N 0.20
5 N 0.45
6 O -0.51
7 H 0.27
8 H 0.33
9 H 0.24
10 H 0.33


Computed, not measured: a cluster of 2 separate species, C4H6N2O in total, with ωB97M-V/def2-TZVPD.

ORCA input file:
```
! wB97M-V def2-TZVPD RIJCOSX def2/J DEFGRID3
* xyz 0 1
C -3.365 -0.831 0.022
C -1.459 0.540 -0.209
C -1.931 -0.659 -0.114
C 1.605 0.313 0.261
N -4.481 -0.867 0.243
N 2.555 0.242 -0.685
O 2.034 0.011 1.483
H -0.352 0.924 -0.300
H -1.927 1.442 -0.207
H -1.304 -1.557 -0.108
H 3.517 0.151 -0.438
H 2.161 0.211 -1.588
H 2.946 0.082 1.640
*
```

The total energy comes out at -340.6400 Eh. For the HOMO energy, the calculation gives -9.072 eV. The value obtained for the lowest unoccupied orbital energy is 0.44 eV.

Here is what Mulliken gives for the atomic charges, in e:
1 C 0.22
2 C -0.34
3 C -0.05
4 C -0.12
5 N -0.39
6 N -0.31
7 O -0.33
8 H 0.03
9 H 0.31
10 H 0.32
11 H 0.17
12 H 0.22
13 H 0.27


Computed, not measured: a cluster of 2 separate species, C11H17N2O in total, with ωB97M-V/def2-TZVPD.

ORCA input file:
```
! wB97M-V def2-TZVPD RIJCOSX def2/J DEFGRID3
* xyz 1 1
C 1.514 0.628 3.404
C 0.719 1.636 2.839
C 1.334 -0.633 2.875
C -0.086 1.442 1.700
C 0.716 -0.814 1.701
C -0.037 0.220 1.070
C -2.165 -1.711 0.135
C 0.852 -1.142 -1.459
C -0.945 0.062 -2.524
C 0.822 1.225 -1.517
C -0.820 0.104 -0.148
N -2.222 -1.914 1.410
N -0.013 0.034 -1.395
O -2.567 -2.188 -0.823
H 2.272 0.781 4.193
H 0.842 2.715 3.199
H 1.974 -1.475 3.171
H -0.817 2.290 1.504
H 0.739 -1.875 1.375
H 1.699 -1.339 -0.741
H 0.147 -2.024 -1.546
H 1.470 -1.153 -2.439
H -2.019 0.330 -2.210
H -0.718 0.776 -3.372
H -1.119 -0.895 -2.933
H 0.683 1.739 -2.475
H 0.614 1.958 -0.745
H 1.930 1.151 -1.337
H -1.376 1.133 -0.075
H -1.505 -1.436 2.052
H -2.816 -2.647 1.891
*
```

The total energy comes out at -613.7267 Eh. For the HOMO energy, the calculation gives -12.061 eV. The value obtained for the lowest unoccupied orbital energy is -2.99 eV.

Here is what Mulliken gives for the atomic charges, in e:
1 C -0.58
2 C -0.45
3 C -0.62
4 C -0.43
5 C -0.13
6 C 0.29
7 C 0.70
8 C -1.14
9 C -0.76
10 C -0.76
11 C -1.05
12 N -0.34
13 N 0.74
14 O -0.37
15 H 0.40
16 H 0.30
17 H 0.35
18 H 0.31
19 H 0.44
20 H 0.34
21 H 0.40
22 H 0.42
23 H 0.32
24 H 0.24
25 H 0.42
26 H 0.29
27 H 0.33
28 H 0.34
29 H 0.45
30 H 0.30
31 H 0.28


Computed, not measured: a structure of composition C8H31N2O7V, with ωB97M-V/def2-TZVPD.

ORCA input file:
```
! wB97M-V def2-TZVPD RIJCOSX def2/J DEFGRID3
* xyz 1 4
V -3.170 2.415 -0.561
O -2.751 4.097 0.290
H -2.484 4.912 -0.139
C 4.038 5.457 -2.959
C 3.610 5.297 -1.507
C 2.104 5.088 -1.444
O 1.399 6.093 -2.083
C 0.128 6.227 -1.621
N 4.223 4.062 -0.955
H 3.442 6.190 -3.498
H 3.878 4.492 -3.458
H 5.096 5.702 -3.066
H 3.881 6.218 -0.974
H 1.811 5.019 -0.379
H 1.853 4.090 -1.838
H -0.345 7.033 -2.196
H 0.097 6.536 -0.569
H -0.556 5.383 -1.831
H 5.202 4.012 -1.245
H 4.336 4.167 0.060
C -2.610 7.978 1.397
C -2.883 7.518 2.796
C -4.079 6.570 2.830
O -5.278 7.040 2.254
C -6.084 7.854 3.087
N -1.728 6.719 3.301
H -2.282 7.141 0.778
H -1.889 8.792 1.378
H -3.546 8.306 0.937
H -3.128 8.340 3.486
H -4.226 6.134 3.834
H -3.767 5.678 2.260
H -6.211 7.400 4.081
H -7.072 7.940 2.645
H -5.653 8.848 3.238
H -1.879 6.462 4.277
H -0.904 7.318 3.320
O 0.475 2.927 1.107
H 0.248 3.845 1.360
H 0.922 2.576 1.888
O -1.244 1.625 -0.402
H -0.876 0.745 -0.568
H -0.565 2.102 0.206
O -5.085 5.589 -0.017
H -5.337 5.991 0.847
H -4.354 5.011 0.230
O -1.041 5.065 2.400
H -1.440 5.941 2.578
H -1.555 4.644 1.681
*
```

The total energy comes out at -1903.2065 Eh. Its expectation value of S² is 3.7571. For the HOMO energy (alpha / beta), the calculation gives -11.507 / -11.509 eV. The value obtained for the lowest unoccupied orbital energy (alpha / beta) is -5.32 / -5.12 eV.

Here is what Mulliken gives for the atomic charges, in e:
1 V 1.22
2 O -0.89
3 H 0.34
4 C -1.44
5 C 0.50
6 C -0.44
7 O -0.33
8 C -0.75
9 N -0.71
10 H 0.34
11 H 0.37
12 H 0.38
13 H 0.23
14 H 0.13
15 H 0.25
16 H 0.39
17 H 0.35
18 H 0.21
19 H 0.26
20 H 0.25
21 C -0.93
22 C 0.01
23 C -0.42
24 O -0.40
25 C -0.79
26 N -0.41
27 H 0.01
28 H 0.39
29 H 0.38
30 H 0.34
31 H 0.45
32 H -0.01
33 H 0.35
34 H 0.29
35 H 0.28
36 H 0.34
37 H 0.38
38 O -0.67
39 H 0.27
40 H 0.34
41 O -0.57
42 H 0.30
43 H 0.50
44 O -0.68
45 H 0.49
46 H 0.40
47 O -0.91
48 H 0.36
49 H 0.27


Computed, not measured: a structure of composition C55H70BFN12O3P2Ti, with ωB97M-V/def2-TZVPD.

ORCA input file:
```
! wB97M-V def2-TZVPD RIJCOSX def2/J DEFGRID3
* xyz 1 2
Ti -0.642 -0.001 -1.078
C 2.517 2.655 -5.361
C 1.224 2.205 -5.044
N 1.136 1.812 -3.788
N 2.368 2.000 -3.250
C 3.214 2.507 -4.194
B 2.507 1.628 -1.753
N 1.347 2.390 -0.990
C 1.463 3.593 -0.405
C 0.206 4.069 -0.099
C -0.654 3.065 -0.539
N 0.015 2.052 -1.082
N 2.418 0.074 -1.514
C 3.431 -0.729 -1.150
C 2.994 -2.041 -1.184
C 1.661 -1.950 -1.584
N 1.311 -0.679 -1.782
N 3.858 2.019 -1.093
C 5.122 2.145 -1.576
C 5.988 2.256 -0.521
C 5.156 2.170 0.609
N 3.884 2.014 0.275
H 2.885 3.034 -6.303
H 0.355 2.158 -5.680
H 4.230 2.775 -3.995
H 2.432 4.047 -0.266
H -0.051 5.014 0.356
H -1.733 3.033 -0.501
H 4.406 -0.325 -0.916
H 3.560 -2.932 -0.959
H 0.935 -2.735 -1.736
H 5.352 2.106 -2.621
H 7.061 2.371 -0.564
H 5.432 2.207 1.656
C -3.513 3.416 -2.816
C -3.254 2.301 -3.846
C -4.440 2.180 -4.807
P -2.695 0.745 -3.014
C -4.199 -0.274 -2.621
C -4.917 -0.946 -3.796
C -5.195 0.474 -1.729
C -1.861 -0.167 -4.336
C -1.794 0.157 -5.690
C -0.954 -0.523 -6.561
C -0.910 -0.189 -8.036
C -0.136 -1.511 -6.019
C -0.209 -1.850 -4.676
C -1.112 -1.218 -3.825
N -1.296 -1.599 -2.439
C -1.553 -2.967 -2.266
C -1.928 -3.801 -3.342
C -2.041 -5.173 -3.209
C -1.811 -5.822 -1.997
C -1.871 -7.328 -1.849
C -1.573 -4.999 -0.917
C -1.492 -3.602 -1.010
P -1.454 -2.556 0.467
C -0.451 -3.612 1.654
C -1.170 -4.577 2.599
C 0.503 -2.724 2.463
C -3.253 -2.547 0.960
C -4.069 -3.832 0.832
C -3.468 -1.913 2.344
H -4.060 4.243 -3.282
H -2.575 3.821 -2.432
H -4.108 3.066 -1.967
H -2.368 2.586 -4.420
H -5.380 2.085 -4.260
H -4.364 1.328 -5.482
H -4.511 3.088 -5.417
H -3.744 -1.066 -2.028
H -5.622 -0.265 -4.276
H -5.491 -1.802 -3.426
H -4.228 -1.318 -4.556
H -5.706 1.270 -2.278
H -4.729 0.912 -0.846
H -5.968 -0.225 -1.389
H -2.389 0.978 -6.080
H -1.376 0.778 -8.240
H -1.443 -0.940 -8.625
H 0.117 -0.154 -8.408
H 0.576 -2.025 -6.662
H 0.430 -2.632 -4.281
H -2.120 -3.358 -4.310
H -2.313 -5.760 -4.083
H -2.165 -7.803 -2.787
H -2.594 -7.629 -1.086
H -0.904 -7.748 -1.562
H -1.480 -5.467 0.060
H 0.162 -4.203 0.973
H -1.755 -4.051 3.354
H -0.423 -5.176 3.132
H -1.836 -5.267 2.085
H -0.052 -2.071 3.151
H 1.106 -2.094 1.807
H 1.182 -3.340 3.064
H -3.638 -1.840 0.218
H -3.843 -4.542 1.631
H -3.926 -4.331 -0.125
H -5.130 -3.577 0.920
H -2.916 -2.442 3.124
H -4.528 -1.959 2.612
H -3.183 -0.864 2.381
F 4.657 0.174 2.908
C 3.411 0.569 3.232
C 2.423 0.401 2.306
C 1.126 0.797 2.589
C 0.055 0.600 1.622
O 0.308 0.034 0.550
C -1.230 1.056 1.988
C -1.417 1.591 3.218
N -0.455 1.770 4.124
C -0.780 2.304 5.433
C -0.295 3.677 5.798
C -1.753 3.430 5.531
C 0.853 1.371 3.832
C 1.873 1.527 4.768
C 3.171 1.150 4.483
N 4.163 1.321 5.486
C 4.233 2.643 6.120
C 4.614 2.449 7.592
N 5.362 1.139 7.687
C 6.340 1.046 6.541
C 5.525 0.813 5.256
C -2.423 1.013 1.072
O -3.484 1.473 1.440
O -2.191 0.478 -0.074
H 2.666 -0.029 1.338
H -2.412 1.918 3.499
H -0.805 1.561 6.219
H 0.253 4.223 5.037
H 0.031 3.848 6.817
H -2.161 3.838 4.614
H -2.444 3.410 6.362
H 1.629 1.915 5.747
H 3.282 3.156 6.071
H 4.964 3.277 5.609
H 3.749 2.370 8.246
H 5.274 3.232 7.956
H 4.671 0.399 7.559
H 5.805 1.021 8.595
H 7.036 0.237 6.735
H 6.886 1.985 6.533
H 5.477 -0.250 5.041
H 6.035 1.302 4.427
*
```

The total energy comes out at -4677.4966 Eh. Its expectation value of S² is 0.7538. For the HOMO energy (alpha / beta), the calculation gives -7.534 / -7.745 eV. The value obtained for the lowest unoccupied orbital energy (alpha / beta) is -3.33 / -3.33 eV.

These are the Mulliken partial charges, in e, on atoms 1 to 99:
1 Ti 0.03
2 C -1.60
3 C -0.14
4 N -0.23
5 N -0.04
6 C -0.08
7 B 0.36
8 N 0.67
9 C -0.18
10 C -2.18
11 C -0.67
12 N 0.83
13 N 0.43
14 C -0.13
15 C -1.99
16 C -0.50
17 N 0.56
18 N 0.13
19 C -0.24
20 C -1.04
21 C -0.35
22 N -0.42
23 H 0.45
24 H 0.40
25 H 0.36
26 H 0.60
27 H 0.51
28 H 0.86
29 H 0.47
30 H 0.49
31 H 0.62
32 H 0.44
33 H 0.43
34 H 0.29
35 C -1.25
36 C 0.71
37 C -1.96
38 P 1.61
39 C 1.80
40 C -1.68
41 C -1.52
42 C 0.09
43 C -0.59
44 C 0.62
45 C -1.87
46 C -1.21
47 C 0.04
48 C -0.83
49 N 1.06
50 C -1.34
51 C -0.33
52 C -1.11
53 C 0.55
54 C -1.60
55 C -0.10
56 C -0.42
57 P 1.57
58 C 0.42
59 C -1.77
60 C -1.02
61 C 1.24
62 C -1.85
63 C -0.64
64 H 0.49
65 H 0.28
66 H 0.18
67 H 0.53
68 H 0.37
69 H 0.29
70 H 0.48
71 H -1.03
72 H 0.35
73 H 0.45
74 H 0.29
75 H 0.31
76 H 0.16
77 H 0.42
78 H 0.19
79 H 0.38
80 H 0.35
81 H 0.40
82 H 0.39
83 H 0.52
84 H 0.38
85 H 0.33
86 H 0.39
87 H 0.33
88 H 0.31
89 H 0.37
90 H 0.69
91 H 0.30
92 H 0.44
93 H 0.27
94 H 0.21
95 H -0.13
96 H 0.57
97 H -0.52
98 H 0.28
99 H 0.34